{"formula": "C47H79AlClN2O33P2", "method": "the ωB97M-V functional and the def2-TZVPD basis", "symbols": ["C", "C", "O", "O", "C", "C", "C", "C", "C", "C", "C", "C", "Al", "C", "O", "N", "O", "P", "N", "O", "P", "O", "Cl", "H", "H", "H", "H", "H", "H", "H", "H", "H", "H", "H", "H", "H", "H", "H", "H", "H", "H", "H", "H", "H", "H", "H", "H", "H", "C", "C", "C", "O", "C", "O", "O", "H", "H", "H", "H", "H", "H", "C", "C", "C", "O", "C", "O", "O", "H", "H", "H", "H", "H", "H", "C", "C", "C", "O", "C", "O", "O", "H", "H", "H", "H", "H", "H", "C", "C", "C", "O", "C", "O", "O", "H", "H", "H", "H", "H", "H", "C", "C", "C", "O", "C", "O", "O", "H", "H", "H", "H", "H", "H", "C", "C", "C", "O", "C", "O", "O", "H", "H", "H", "H", "H", "H", "C", "C", "C", "O", "C", "O", "O", "H", "H", "H", "H", "H", "H", "C", "C", "C", "O", "C", "O", "O", "H", "H", "H", "H", "H", "H", "C", "C", "C", "O", "C", "O", "O", "H", "H", "H", "H", "H", "H"], "positions_angstrom": [[2.237, 1.980, 2.432], [3.586, 1.002, 2.276], [4.123, 0.589, 3.422], [4.054, 0.769, 0.914], [4.729, -0.509, 0.716], [3.948, -1.545, -0.330], [2.668, -2.309, 0.420], [1.374, -1.327, 0.658], [-0.025, -2.094, 0.158], [-0.529, -2.978, 1.443], [-1.442, -2.091, 2.504], [-3.060, -2.201, 2.199], [-3.664, -1.079, 0.593], [-5.728, -0.811, 0.811], [-6.117, -0.823, 2.235], [-7.471, -0.965, 2.251], [-7.763, -1.812, 3.111], [-3.318, -2.067, -1.478], [-2.467, -3.628, -1.380], [-4.919, -2.465, -2.078], [-2.749, 1.072, 0.789], [-2.996, 1.810, -0.770], [-3.946, 2.190, 2.179], [1.756, 1.913, 3.508], [2.663, 3.090, 2.349], [1.494, 1.760, 1.555], [5.785, -0.265, 0.216], [4.954, -1.138, 1.671], [3.645, -1.015, -1.327], [4.708, -2.416, -0.608], [2.416, -3.237, -0.253], [3.002, -2.738, 1.476], [1.301, -1.106, 1.821], [1.430, -0.299, 0.091], [-0.818, -1.293, -0.212], [0.321, -2.783, -0.752], [-1.156, -3.930, 1.182], [0.414, -3.363, 2.060], [-1.061, -0.970, 2.602], [-1.271, -2.577, 3.577], [-3.616, -1.753, 3.154], [-3.420, -3.338, 2.142], [-6.209, -1.761, 0.303], [-6.021, 0.191, 0.250], [-2.577, -4.107, -0.461], [-1.476, -3.584, -1.704], [-5.410, -1.576, -2.061], [-3.031, 1.081, -1.475], [0.641, 5.406, -0.917], [0.642, 4.215, -1.853], [-0.354, 4.322, -2.968], [-0.612, 2.963, -3.275], [-0.387, 2.259, -2.124], [-0.690, 1.090, -1.962], [0.215, 3.042, -1.180], [1.282, 5.211, -0.050], [1.001, 6.307, -1.425], [-0.363, 5.603, -0.525], [1.655, 4.035, -2.232], [0.049, 4.846, -3.840], [-1.297, 4.795, -2.670], [-5.870, 3.554, -2.098], [-5.634, 4.758, -1.209], [-6.813, 5.680, -1.117], [-6.201, 6.923, -0.818], [-4.941, 6.870, -1.348], [-4.194, 7.828, -1.448], [-4.633, 5.602, -1.756], [-4.937, 2.996, -2.240], [-6.618, 2.884, -1.664], [-6.207, 3.856, -3.096], [-5.296, 4.434, -0.218], [-7.508, 5.391, -0.325], [-7.364, 5.783, -2.059], [-0.433, 11.162, -2.227], [0.734, 10.330, -2.720], [0.508, 8.852, -2.614], [1.830, 8.351, -2.510], [2.576, 9.348, -1.944], [3.714, 9.208, -1.531], [1.874, 10.520, -1.897], [-0.159, 12.222, -2.195], [-1.305, 11.043, -2.877], [-0.716, 10.883, -1.206], [1.002, 10.626, -3.741], [0.007, 8.441, -3.496], [-0.047, 8.555, -1.717], [-0.893, -5.786, 7.761], [-1.558, -5.345, 6.472], [-2.758, -6.164, 6.102], [-2.799, -6.019, 4.692], [-1.512, -5.791, 4.291], [-1.139, -5.806, 3.131], [-0.698, -5.553, 5.363], [0.052, -5.250, 7.905], [-1.541, -5.598, 8.623], [-0.645, -6.853, 7.735], [-1.796, -4.276, 6.518], [-3.678, -5.786, 6.556], [-2.653, -7.229, 6.337], [6.026, 1.528, 5.442], [7.323, 2.302, 5.566], [8.514, 1.574, 5.021], [9.579, 2.133, 5.771], [9.041, 2.535, 6.962], [9.694, 2.888, 7.929], [7.676, 2.480, 6.928], [5.221, 2.042, 5.980], [5.732, 1.416, 4.393], [6.113, 0.532, 5.890], [7.213, 3.294, 5.114], [8.659, 1.751, 3.952], [8.491, 0.494, 5.205], [-3.870, -3.850, -6.646], [-3.910, -2.363, -6.357], [-2.591, -1.676, -6.548], [-2.699, -0.566, -5.673], [-3.558, -0.943, -4.678], [-3.742, -0.313, -3.651], [-4.178, -2.121, -4.985], [-4.816, -4.320, -6.355], [-3.695, -4.041, -7.709], [-3.084, -4.346, -6.067], [-4.703, -1.886, -6.944], [-2.440, -1.342, -7.579], [-1.732, -2.280, -6.238], [-2.337, -8.106, -4.109], [-1.138, -7.755, -3.251], [-1.437, -7.715, -1.783], [-0.456, -6.813, -1.299], [-0.156, -5.977, -2.339], [0.507, -4.959, -2.235], [-0.704, -6.428, -3.506], [-2.096, -7.981, -5.170], [-2.655, -9.139, -3.938], [-3.182, -7.440, -3.901], [-0.304, -8.430, -3.476], [-1.330, -8.695, -1.308], [-2.427, -7.309, -1.547], [2.381, 0.440, -6.569], [2.948, 1.627, -5.816], [2.538, 1.680, -4.375], [2.621, 3.065, -4.088], [2.406, 3.717, -5.271], [2.217, 4.917, -5.372], [2.424, 2.845, -6.322], [2.594, 0.531, -7.640], [2.807, -0.499, -6.202], [1.291, 0.393, -6.471], [4.038, 1.658, -5.928], [3.211, 1.110, -3.728], [1.508, 1.350, -4.199], [4.493, -1.984, 4.203], [4.168, -2.969, 5.309], [3.673, -4.293, 4.810], [2.887, -4.750, 5.898], [2.441, -3.632, 6.548], [1.587, -3.635, 7.417], [3.074, -2.512, 6.088], [4.712, -0.996, 4.625], [5.357, -2.317, 3.620], [3.642, -1.852, 3.526], [5.031, -3.084, 5.975], [4.488, -4.992, 4.601], [3.030, -4.217, 3.927]], "total_charge": -1, "multiplicity": 1, "lumo_energy_ev": 1.8, "homo_lumo_gap_ev": 5.58, "energy_ev": -158262.4086, "homo_ev": -3.821}

---

{"formula": "C21H22Cl2N4O2S", "method": "the ωB97M-V functional and the def2-TZVPD basis", "symbols": ["C", "C", "N", "C", "C", "C", "N", "C", "O", "C", "C", "C", "C", "O", "C", "C", "C", "N", "N", "C", "S", "C", "C", "C", "C", "C", "Cl", "C", "Cl", "C", "H", "H", "H", "H", "H", "H", "H", "H", "H", "H", "H", "H", "H", "H", "H", "H", "H", "H", "H", "H", "H", "H"], "positions_angstrom": [[-4.203, -0.317, 2.164], [-4.651, -0.409, 0.707], [-3.662, 0.102, -0.208], [-3.316, 1.386, -0.522], [-3.827, 2.617, 0.126], [-2.880, 3.006, 1.284], [-1.496, 2.943, 0.893], [-0.761, 1.812, 1.084], [-1.149, 0.881, 1.763], [0.589, 1.883, 0.464], [1.714, 1.687, 1.252], [2.984, 1.803, 0.718], [3.141, 2.074, -0.638], [4.336, 2.188, -1.277], [5.519, 2.004, -0.535], [2.007, 2.237, -1.438], [0.745, 2.157, -0.893], [-2.370, 1.388, -1.420], [-2.060, 0.115, -1.719], [-2.826, -0.644, -0.988], [-2.834, -2.377, -0.996], [-1.355, -2.621, -2.031], [-0.097, -2.202, -1.338], [0.854, -1.443, -2.009], [2.059, -1.138, -1.406], [2.314, -1.569, -0.114], [3.840, -1.256, 0.609], [1.344, -2.276, 0.587], [1.629, -2.775, 2.209], [0.149, -2.599, -0.031], [-4.419, 0.664, 2.580], [-3.132, -0.490, 2.236], [-4.724, -1.063, 2.758], [-4.814, -1.455, 0.432], [-5.587, 0.138, 0.551], [-3.831, 3.413, -0.619], [-4.839, 2.474, 0.507], [-2.991, 2.303, 2.112], [-3.116, 4.015, 1.631], [-1.185, 3.584, 0.180], [1.591, 1.458, 2.300], [3.839, 1.672, 1.362], [6.334, 2.120, -1.247], [5.563, 1.004, -0.093], [5.619, 2.757, 0.254], [2.147, 2.432, -2.490], [-0.127, 2.259, -1.522], [-1.345, -3.691, -2.248], [-1.508, -2.053, -2.947], [0.655, -1.096, -3.010], [2.808, -0.570, -1.934], [-0.594, -3.161, 0.516]], "total_charge": 0, "multiplicity": 1, "lumo_energy_ev": 0.6, "smiles": "CCn1c(CCNC(=O)c2ccc(OC)cc2)nnc1SCc1ccc(Cl)c(Cl)c1", "homo_lumo_gap_ev": 8.98, "energy_ev": -68070.4686, "homo_ev": -8.371}

---

{"formula": "C27H41BrF4N4O4RuSi", "method": "the ωB97M-V functional and the def2-TZVPD basis", "symbols": ["Ru", "C", "N", "C", "C", "C", "N", "C", "C", "F", "C", "F", "C", "C", "F", "C", "F", "H", "H", "H", "H", "H", "H", "H", "H", "H", "H", "H", "O", "C", "O", "C", "C", "N", "N", "C", "C", "O", "O", "H", "H", "H", "C", "C", "C", "C", "Si", "Br", "C", "C", "C", "C", "C", "C", "C", "C", "H", "H", "H", "H", "H", "H", "H", "H", "H", "H", "H", "H", "H", "H", "H", "H", "H", "H", "H", "H", "H", "H", "H", "H", "H", "H", "H"], "positions_angstrom": [[0.859, 1.684, 0.656], [-2.115, 2.171, 1.239], [-0.817, 2.885, 1.187], [-0.840, 3.914, 0.107], [-0.541, 3.520, 2.504], [0.933, 3.848, 2.616], [1.664, 2.678, 2.110], [2.858, 2.278, 2.699], [3.363, 1.011, 2.370], [2.665, 0.276, 1.458], [4.502, 0.477, 2.928], [4.885, -0.738, 2.564], [5.228, 1.207, 3.850], [4.775, 2.471, 4.177], [5.449, 3.213, 5.038], [3.626, 3.011, 3.619], [3.291, 4.254, 3.960], [-2.905, 2.859, 1.550], [-2.047, 1.353, 1.953], [-2.345, 1.756, 0.260], [-1.811, 4.415, 0.110], [-1.330, 2.965, -1.544], [-0.056, 4.640, 0.309], [-0.809, 2.790, 3.268], [-1.171, 4.403, 2.644], [1.162, 4.060, 3.656], [1.216, 4.729, 2.036], [6.129, 0.808, 4.296], [3.394, 2.801, -5.085], [4.165, 2.993, -4.003], [5.275, 3.419, -4.106], [3.626, 2.671, -2.652], [4.391, 2.856, -1.530], [3.672, 2.532, -0.454], [2.417, 2.099, -0.771], [2.367, 2.191, -2.146], [1.281, 1.863, -2.890], [0.415, 1.613, -3.612], [-0.536, 3.312, -1.117], [2.516, 2.452, -4.903], [5.409, 3.207, -1.471], [3.980, 2.516, 0.505], [-1.387, -1.874, 2.131], [-2.449, -2.272, 1.093], [-3.611, -1.280, 1.193], [-2.990, -3.680, 1.448], [-1.756, -2.436, -0.665], [-0.269, -0.135, -0.782], [-2.860, -1.952, -2.124], [-2.143, -2.050, -3.476], [-3.505, -0.561, -2.036], [-3.994, -3.011, -2.076], [-0.326, -3.640, -0.959], [0.442, -4.000, 0.319], [-1.025, -4.920, -1.486], [0.705, -3.176, -1.998], [-1.893, -1.717, 3.088], [-0.878, -0.948, 1.863], [-0.637, -2.645, 2.286], [-3.985, -1.290, 2.220], [-4.447, -1.540, 0.547], [-3.297, -0.262, 0.960], [-3.376, -3.654, 2.471], [-2.225, -4.455, 1.413], [-3.817, -3.981, 0.801], [-1.335, -1.321, -3.560], [-2.867, -1.833, -4.265], [-1.740, -3.041, -3.676], [-2.758, 0.231, -1.977], [-4.195, -0.459, -1.203], [-4.080, -0.403, -2.952], [-3.630, -4.031, -2.213], [-4.689, -2.807, -2.894], [-4.570, -2.968, -1.150], [-0.186, -4.424, 1.100], [0.977, -3.139, 0.724], [1.188, -4.757, 0.063], [-1.782, -5.307, -0.798], [-0.268, -5.701, -1.595], [-1.484, -4.779, -2.464], [1.256, -2.302, -1.656], [0.272, -2.956, -2.970], [1.425, -3.987, -2.136]], "total_charge": 2, "multiplicity": 5, "s_squared": 6.0419, "lumo_energy_ev": [-6.5, -7.9], "homo_lumo_gap_ev": [6.13, 6.86], "energy_ev": -134169.8620, "homo_ev": [-12.662, -14.729]}